Density functional theory data (ωB97M-V/def2-TZVPD) for a structure of composition C3H7N3O in a non-equilibrium geometry.

E_HOMO ... -9.035 eV
Energy relative to the best compared isomer or geometry (same formula, charge and spin) ... 6.229 eV
Kohn-Sham gap ... 0.3560 hartree
E_LUMO ... 0.65 eV
Energy ... -9736.805 eV

Positions of all 14 atoms, in Å:
C -0.709 1.589 -2.190
C 0.291 0.489 -0.428
C -0.210 -1.243 1.404
H -1.358 2.694 -1.870
H -0.912 1.102 -3.138
H 0.630 1.661 -2.474
H 1.066 1.244 -0.511
H 2.367 -0.503 1.234
H 0.385 -1.851 2.313
H -1.788 -0.911 0.167
N -0.745 0.433 -1.249
N 0.673 -0.443 0.527
N -1.373 -1.341 0.984
O 1.687 0.126 1.216

Atomic forces in eV per Å
3.0 0.6 -0.1
-2.6 -1.0 -2.0
1.0 0.4 -1.9
2.2 -3.7 -1.1
-1.1 0.8 -0.3
-3.8 1.0 1.0
-0.1 0.2 -0.1
1.7 -1.3 0.0
-1.9 1.9 -2.4
0.9 0.5 -0.1
2.1 1.5 2.5
-1.1 -0.7 0.4
-1.2 -2.1 2.4
0.8 1.9 1.7



Density functional theory data (ωB97M-V/def2-TZVPD) for a cluster of 19 separate species, C19H68Cl8O15 in total in a non-equilibrium geometry.

E_HOMO ... -9.574 eV
Kohn-Sham gap ... 0.3648 hartree
E_LUMO ... 0.35 eV
Energy ... -151692.165 eV

Positions of all 110 atoms, in Å:
C -1.466 5.534 -0.124
Cl -1.515 4.663 1.428
Cl -2.664 4.843 -1.264
H -1.729 6.562 0.076
H -0.529 5.421 -0.662
C 0.301 0.356 6.335
Cl -0.686 1.615 7.069
Cl -0.386 -1.174 6.652
H 0.376 0.609 5.314
H 1.310 0.381 6.685
C -0.941 -2.084 2.625
Cl 0.841 -2.350 2.457
Cl -1.833 -3.292 1.812
H -1.103 -2.283 3.653
H -1.215 -1.076 2.244
C 0.258 0.042 -0.525
Cl -1.045 -1.164 -0.812
Cl -0.401 1.585 -0.026
H 0.916 -0.392 0.226
H 0.744 0.101 -1.527
C -0.907 -4.028 -3.414
O 0.111 -3.598 -4.311
H -1.422 -3.179 -2.983
H -1.621 -4.712 -3.877
H -0.496 -4.553 -2.555
H -0.416 -3.445 -5.125
C 2.127 4.130 -0.429
O 2.581 3.836 -1.680
H 2.438 5.096 -0.090
H 1.024 4.185 -0.352
H 2.487 3.328 0.280
H 2.865 2.930 -1.756
C 0.955 2.190 -4.201
O 0.073 1.514 -5.098
H 0.733 3.228 -4.307
H 0.875 1.981 -3.114
H 1.961 1.956 -4.491
H 0.268 0.558 -4.993
C 2.240 2.166 3.968
O 1.452 1.164 3.292
H 1.638 2.957 4.469
H 2.956 1.708 4.603
H 2.832 2.688 3.215
H 0.529 1.448 3.330
C -1.929 -1.129 -6.093
O -1.986 -2.450 -5.449
H -2.919 -0.833 -6.486
H -1.548 -0.312 -5.407
H -1.165 -1.222 -6.872
H -2.675 -2.404 -4.799
C 4.151 -0.787 1.773
O 3.171 0.092 1.215
H 3.606 -1.704 1.870
H 4.930 -0.943 1.111
H 4.491 -0.487 2.781
H 2.566 0.294 1.960
C 2.860 -2.252 5.513
O 2.771 -0.858 5.193
H 3.190 -2.366 6.554
H 1.906 -2.798 5.423
H 3.585 -2.770 4.868
H 2.047 -0.812 4.522
C 2.287 -1.235 -4.091
O 0.909 -0.894 -4.073
H 2.559 -1.841 -5.001
H 2.799 -0.253 -3.965
H 2.602 -1.787 -3.220
H 0.438 -1.737 -3.950
C -5.065 1.022 0.120
O -5.222 0.019 1.149
H -5.548 0.802 -0.808
H -5.572 1.874 0.554
H -4.013 1.352 -0.070
H -5.057 -0.836 0.741
C -1.871 2.825 4.106
O -1.216 1.735 3.463
H -1.222 3.612 4.538
H -2.615 3.327 3.426
H -2.490 2.504 5.002
H -1.874 1.106 3.212
C 5.438 2.005 -0.675
O 4.152 1.525 -0.995
H 5.666 2.990 -1.091
H 5.585 2.019 0.348
H 6.156 1.299 -1.110
H 3.799 1.016 -0.262
C -3.920 -3.321 -1.936
O -3.773 -2.373 -3.012
H -3.364 -4.228 -2.207
H -3.465 -2.977 -1.011
H -4.968 -3.498 -1.678
H -3.753 -1.497 -2.619
C -3.096 1.119 -3.118
O -4.222 0.254 -2.999
H -2.654 1.183 -2.155
H -2.380 0.939 -3.949
H -3.511 2.113 -3.316
H -4.615 0.202 -3.888
C 3.573 -3.769 -1.467
O 4.746 -4.305 -0.874
H 3.464 -3.927 -2.525
H 2.598 -4.122 -1.012
H 3.666 -2.692 -1.288
H 5.080 -4.964 -1.468
C -3.597 -0.910 4.244
O -3.081 -0.039 3.207
H -3.635 -1.949 3.864
H -2.916 -0.761 5.055
H -4.572 -0.629 4.611
H -3.793 0.000 2.502

Atomic forces in eV per Å
-0.5 -0.5 -0.3
0.3 0.2 -0.5
0.0 0.2 0.2
0.0 0.1 -0.1
0.2 0.1 0.6
0.4 1.1 0.5
0.0 0.5 0.4
-0.5 -1.5 -0.1
-0.4 -0.2 -1.3
0.4 0.1 0.7
1.1 0.9 -0.4
-0.2 0.2 -0.2
-0.9 -1.0 -0.9
-0.3 0.6 1.0
0.3 -0.9 0.5
0.2 -0.7 -1.3
-0.1 0.1 0.1
0.1 0.0 0.1
-0.1 0.3 0.0
-0.2 0.3 0.9
0.1 -0.2 0.7
-0.5 -0.5 -0.3
-0.3 0.2 -0.1
0.0 0.1 -0.2
0.5 -0.2 -0.1
0.5 0.3 0.4
-0.7 -1.5 2.0
0.1 0.9 -2.0
0.7 0.7 0.1
0.2 -0.5 -0.2
-0.5 1.0 -0.2
0.3 -0.6 0.4
-0.5 -0.5 0.1
-0.1 -0.5 0.7
0.2 0.8 -0.1
-0.4 -0.4 -0.5
0.8 0.3 -0.1
0.0 0.5 0.0
-0.5 0.8 -1.3
0.7 0.2 0.7
0.2 -0.8 -0.1
0.3 -0.5 1.0
0.0 0.2 -0.2
-0.6 0.0 -0.3
0.6 -0.2 0.9
0.3 1.6 -1.5
0.5 -0.2 0.0
-0.6 -1.1 -0.5
-0.5 0.1 -0.1
-0.7 -0.1 1.0
-2.1 0.1 1.5
0.2 0.6 0.5
0.2 -1.1 0.4
1.6 0.0 -1.3
0.0 0.1 -0.5
-0.1 0.3 -0.5
0.3 -0.4 0.2
-1.1 -0.8 -0.7
0.0 0.2 -0.2
0.2 0.4 0.0
-0.1 0.2 0.1
0.9 0.4 0.5
0.5 0.8 -0.5
-0.1 -0.6 0.4
-0.1 0.9 0.7
0.1 -0.8 -0.8
-0.2 -0.5 0.4
-0.2 0.0 -0.2
0.6 1.0 1.1
0.6 -0.1 -0.6
-0.2 -0.6 -0.5
-0.1 0.4 -0.1
-0.6 -0.7 0.2
0.0 -0.1 0.0
-2.0 0.4 0.8
1.5 2.1 0.9
0.3 -0.7 -0.7
0.8 -0.4 0.4
0.7 0.0 -1.0
-1.1 -1.0 -0.2
0.4 -0.8 -2.1
-0.5 0.6 -0.8
-0.5 0.0 0.0
0.3 0.2 2.3
0.2 0.2 0.1
-0.2 -0.2 0.6
0.4 0.2 -0.3
0.0 -1.1 0.7
-0.6 0.1 0.0
0.3 0.3 0.1
0.0 -0.3 -0.4
-0.2 0.6 -0.2
-0.7 1.5 -1.0
0.0 -0.4 -0.9
0.8 -0.2 0.7
-0.4 -0.5 0.8
0.3 0.2 0.0
0.0 -0.2 0.6
-0.9 0.8 1.1
-0.5 0.0 0.0
0.3 -0.2 -0.6
1.2 0.2 -0.1
-0.4 -0.1 -0.2
0.4 -0.6 -0.2
0.5 0.1 -0.9
-2.1 -0.5 -0.9
0.1 0.4 0.4
0.5 -0.5 0.6
-0.4 0.3 -0.2
0.9 0.1 0.7



Density functional theory data (ωB97M-V/def2-TZVPD) for the molecule C8H8N2OS in a non-equilibrium geometry.

E_HOMO (spin up / spin down) ... -8.659 / -8.659 eV
Energy relative to the best compared isomer or geometry (same formula, charge and spin) ... 2.076 eV
Kohn-Sham gap (spin up / spin down) ... 0.2751 / 0.2752 hartree
E_LUMO (spin up / spin down) ... -1.17 / -1.17 eV
Energy ... -24285.781 eV
Structure (SMILES) ... OCC1(S)N=c2ccccc2=N1

Positions of all 20 atoms, in Å:
O 2.325 1.974 -0.319
C 2.079 1.059 0.686
C 1.505 -0.400 -0.101
S 2.941 -1.449 -0.487
N 0.742 -0.020 -1.178
C -0.527 -0.151 -0.780
C -1.785 0.273 -1.343
C -2.864 -0.044 -0.569
C -2.826 -0.693 0.686
C -1.658 -0.967 1.331
C -0.527 -0.618 0.637
N 0.745 -0.891 1.025
H 3.082 1.961 -0.867
H 3.002 0.839 1.137
H 1.261 1.396 1.301
H 3.525 -0.552 -1.152
H -1.830 0.633 -2.353
H -3.873 0.141 -0.828
H -3.817 -0.995 0.927
H -1.501 -1.496 2.248

Atomic forces in eV per Å
-2.3 1.8 0.8
-0.2 -0.8 -3.4
1.2 0.6 2.6
-1.5 -1.7 1.5
-2.6 0.1 -0.7
1.7 1.0 1.3
0.1 -1.2 0.4
0.9 0.6 -1.0
0.9 -0.5 0.6
-2.3 -0.1 0.4
4.7 -0.8 -1.3
-2.3 0.5 -1.4
1.4 -0.9 -0.3
0.7 -0.9 1.3
0.0 0.2 0.1
1.2 1.8 -1.5
-0.2 0.3 -0.1
-0.7 0.5 -1.0
-0.4 -0.4 1.2
-0.4 -0.1 0.5



Density functional theory data (ωB97M-V/def2-TZVPD) for a cluster of 2 separate species, C7H16O in total in a non-equilibrium geometry.

E_HOMO ... -8.619 eV
Energy relative to the best compared isomer or geometry (same formula, charge and spin) ... 2.981 eV
Kohn-Sham gap ... 0.3425 hartree
E_LUMO ... 0.70 eV
Energy ... -9563.290 eV
Structure (SMILES) ... C=C(CC)CCC.O

Positions of all 24 atoms, in Å:
C 0.741 0.249 1.368
C 0.815 -0.897 0.578
C 1.530 -2.097 0.947
C 0.927 -2.866 2.071
C 0.201 -0.961 -0.771
C -1.063 -0.129 -0.918
C -0.685 1.073 -1.778
H 0.248 1.194 1.071
H 1.320 0.358 2.303
H 2.574 -1.698 1.209
H 1.634 -2.738 0.038
H -0.136 -2.569 2.035
H 1.018 -3.934 1.881
H 1.277 -2.348 2.948
H 0.100 -2.044 -1.226
H 0.848 -0.537 -1.604
H -1.571 0.179 0.096
H -1.886 -0.635 -1.465
H -1.456 1.802 -2.161
H -0.151 0.677 -2.736
H 0.049 1.915 -1.372
O -1.800 4.945 -0.852
H -2.345 5.399 -0.173
H -2.188 5.665 -1.487

Atomic forces in eV per Å
0.6 -1.5 -1.2
-0.9 3.8 0.9
3.6 -0.3 -0.9
-1.6 0.9 -0.4
-0.5 -1.2 -2.4
-1.9 1.2 0.7
1.4 3.0 -1.9
0.1 -0.9 -0.1
-0.4 -0.5 -0.5
-1.0 -1.1 -0.3
0.1 0.5 0.7
0.0 -0.7 0.2
0.3 0.0 1.0
0.3 -1.0 0.9
-0.2 1.7 1.5
0.1 -0.5 1.4
1.3 -0.6 -1.8
0.6 -0.1 0.3
0.0 -1.3 0.5
-1.0 0.7 1.5
-1.0 -2.3 -0.1
-2.4 3.4 -1.2
0.7 -1.2 0.9
1.7 -2.2 0.3



Density functional theory data (ωB97M-V/def2-TZVPD) for a structure of composition H8KO4.

E_HOMO ... -15.260 eV
Energy relative to the best compared isomer or geometry (same formula, charge and spin) ... 0.107 eV
Kohn-Sham gap ... 0.4365 hartree
E_LUMO ... -3.38 eV
Energy ... -24641.100 eV
Net charge ... +1

Positions of all 13 atoms, in Å:
K 5.946 0.057 -17.792
O 8.554 0.646 -18.869
H 8.907 0.952 -19.713
H 9.324 0.551 -18.293
O 4.383 -0.877 -19.921
H 4.065 -1.384 -20.676
H 4.187 0.060 -20.090
O 4.215 1.933 -19.295
H 3.397 2.125 -18.815
H 4.421 2.727 -19.805
O 6.782 2.616 -16.857
H 6.126 3.256 -17.158
H 7.636 2.973 -17.132

Atomic forces in eV per Å
0.2 0.1 -0.2
0.0 0.1 0.2
0.0 -0.1 0.1
0.0 0.0 -0.2
0.2 0.4 0.2
0.0 0.1 0.1
-0.1 -0.3 -0.2
0.0 0.0 0.2
0.1 0.1 -0.2
-0.1 -0.1 0.0
-0.2 -0.1 -0.2
0.2 0.0 0.1
-0.1 0.0 0.0



Density functional theory data (ωB97M-V/def2-TZVPD) for the molecule C3H6N2S in a non-equilibrium geometry.

E_HOMO ... -8.532 eV
Energy relative to the best compared isomer or geometry (same formula, charge and spin) ... 1.568 eV
Kohn-Sham gap ... 0.3309 hartree
E_LUMO ... 0.47 eV
Energy ... -17022.473 eV
Structure (SMILES) ... NC(=S)[C@H]1CN1

Positions of all 12 atoms, in Å:
N 0.261 -0.741 -1.682
C -0.686 -0.229 -0.883
S -2.051 0.397 -1.569
C -0.461 -0.271 0.590
C 0.772 0.240 1.276
N -0.471 0.901 1.421
H 1.159 -0.923 -1.295
H 0.245 -0.502 -2.670
H -0.932 -1.155 1.062
H 1.527 0.760 0.696
H 1.147 -0.220 2.217
H -0.510 1.743 0.836

Atomic forces in eV per Å
0.4 0.2 -0.2
-0.6 0.7 -0.9
0.0 0.1 0.5
0.3 -1.4 0.8
1.3 -0.7 0.4
-1.6 1.5 -0.2
0.6 -0.2 0.3
-0.3 -0.3 0.4
0.1 0.6 -0.4
0.1 -0.2 -0.1
-0.2 0.1 -0.9
-0.2 -0.4 0.3